DFT (ωB97M-V/def2-TZVPD) results for a single C4H7BrN2 molecule at a distorted geometry.

Calculated values
Gap between HOMO and LUMO (eV): 8.8
Energy relative to the best compared isomer or geometry (same formula, charge and spin) (kJ/mol): 266.6
LUMO (eV): 0.5719

ORCA input file:
```
! wB97M-V def2-TZVPD RIJCOSX def2/J DEFGRID3
* xyz 0 1
C -0.708 1.556 -0.358
C -1.451 0.604 0.729
C 1.898 -0.556 -0.349
C 2.417 -1.910 -0.166
N 0.187 0.874 -1.171
N 0.926 0.053 -0.622
Br -2.812 -0.349 -0.298
H -1.590 1.880 -0.969
H -0.299 2.336 0.381
H -2.082 1.169 1.528
H -0.769 -0.047 1.282
H 1.861 -2.315 0.756
H 3.438 -1.953 -0.180
H 2.154 -2.537 -0.884
*
```